1.
Molecular formula: C24H47IN2O17S3Si2
Method: DFT, ωB97M-V with the def2-TZVPD basis set

Calculated values
HOMO-LUMO gap ... 8.006 eV
HOMO ... -0.3182 hartree
DFT total energy ... -4402.6384 Eh
Strongest force on any atom ... 0.0394 hartree/bohr
Spin multiplicity ... 1

Last column: Löwdin charge in e.
CARTESIAN COORDINATES (ANGSTROEM)
I  1.31571  -2.06865  1.61175  0.723
S  -3.13844  6.62089  -4.01128  0.581
S  -4.26935  7.36954  1.68556  0.580
S  -2.76684  1.36210  2.76196  0.567
Si  4.29247  -3.25378  -0.29536  0.338
Si  1.93417  -1.71323  -0.73039  0.072
O  -4.88819  6.73830  2.81502  -0.287
O  -0.24894  0.85092  -0.80925  0.072
O  8.57386  -5.33185  -1.84227  0.090
O  3.27520  -4.51681  0.06634  -0.136
O  -3.52509  6.47842  -2.63864  -0.283
O  -3.16006  2.89527  2.95150  -0.266
O  1.66471  -0.04293  -1.02752  -0.222
O  -3.54644  0.81460  1.69293  -0.277
O  4.44494  -7.44962  1.16243  0.097
O  -5.40145  8.06283  0.80196  -0.258
O  1.17281  -3.97667  -2.19168  -0.088
O  3.53424  -1.95844  -1.06216  -0.226
O  3.97689  -5.81049  2.63948  -0.032
O  -3.18220  8.28481  1.84389  -0.272
O  -4.11293  6.82255  -5.03537  -0.265
O  -2.72500  0.73119  4.04454  -0.274
O  -2.20964  5.38973  -4.41213  -0.261
N  0.35294  0.15097  -1.52239  -0.066
N  7.01944  -6.09292  -3.37714  0.102
C  -5.02386  2.93784  4.54040  -0.067
C  7.40912  -5.52780  -2.10106  -0.486
C  -3.71376  3.62482  -5.20828  -0.072
C  -0.41927  -4.66672  -0.44604  -0.065
C  4.88863  -3.52478  2.53113  -0.217
C  -1.00967  -5.70838  0.23646  -0.088
C  0.48556  -4.90170  -1.46006  -0.297
C  5.54642  -3.91699  -1.56160  -0.198
C  0.74058  -6.22540  -1.78749  -0.023
C  5.19135  -5.02280  2.49392  -0.159
C  -4.55231  3.22473  3.12871  -0.251
C  5.29195  -2.77240  1.23798  -0.198
C  4.12988  -8.18413  3.38561  0.027
C  6.32292  -5.16505  -1.06742  -0.169
C  -3.80296  6.13562  0.52087  -0.120
C  -1.90763  7.87392  -4.14023  -0.118
C  0.81560  -2.61315  -1.99004  -0.238
C  0.14448  -7.25704  -1.11607  -0.091
C  -2.70229  4.05880  -4.16571  -0.252
C  -0.73658  -7.02019  -0.06670  -0.097
C  4.19683  -7.10668  2.30066  -0.505
C  -6.30291  8.97598  1.45103  -0.256
C  -5.66691  10.33238  1.68610  -0.074
C  -1.11868  1.62792  2.20257  -0.127
H  5.08948  -8.70402  3.44838  0.091
H  -3.11695  3.98867  -3.15832  0.114
H  5.65483  -5.32997  1.54794  0.094
H  1.04555  -2.10135  -2.93927  0.107
H  -6.03377  3.32185  4.68765  0.083
H  6.16833  -5.60514  -3.65126  0.065
H  -4.63307  4.20491  -5.13083  0.072
H  -1.14811  2.15448  1.25385  0.059
H  -2.96399  5.58502  0.94402  0.079
H  3.84496  -3.39962  2.83489  0.063
H  5.06704  -4.05099  -2.54144  0.080
H  -4.35735  3.39895  5.26944  0.087
H  -1.83399  3.40280  -4.20361  0.121
H  -3.31892  3.77449  -6.21340  0.085
H  5.20721  -1.69620  1.45162  0.086
H  5.87706  -5.34991  3.29078  0.137
H  3.38241  -8.91454  3.06082  0.090
H  3.72298  -5.37359  0.10627  0.046
H  -6.67268  8.54516  2.38351  0.114
H  -1.49076  7.85337  -5.14387  0.076
H  -0.58170  2.20529  2.95129  0.079
H  -4.86684  10.26972  2.42340  0.071
H  1.42211  -6.47412  -2.59869  0.123
H  -6.41040  11.04193  2.05134  0.080
H  -3.96488  2.57176  -5.07734  0.082
H  6.79446  -7.07173  -3.21030  0.089
H  -4.64620  5.46940  0.35644  0.081
H  5.65689  -6.03242  -0.96158  0.108
H  -1.70126  -5.52097  1.05611  0.112
H  5.48825  -3.09852  3.34924  0.112
H  -5.16798  2.70126  2.39411  0.118
H  -2.39262  8.83007  -3.95489  0.078
H  -5.03498  1.86663  4.74247  0.071
H  -0.25317  -2.43428  -1.82068  0.092
H  -1.18149  -7.84641  0.47853  0.102
H  -7.15702  9.08385  0.78412  0.121
H  -1.13845  7.69020  -3.39462  0.076
H  -5.22994  10.71734  0.76439  0.084
H  6.27654  -3.09653  -1.68542  0.098
H  -3.50439  6.61730  -0.40517  0.040
H  -4.64444  4.29082  2.92764  0.090
H  3.85617  -7.75018  4.35115  0.083
H  -0.68558  -3.65283  -0.16563  0.068
H  6.85780  -4.90412  -0.15173  0.097
H  0.35224  -8.28775  -1.39645  0.107
H  6.36282  -2.96859  1.07723  0.087
H  -0.65444  0.65141  2.07757  0.032

---

2.
Molecular formula: FH3N2O2S
Method: DFT, ωB97M-V with the def2-TZVPD basis set

Calculated values
HOMO-LUMO gap ... 9.629 eV
HOMO ... -0.3907 hartree
DFT total energy ... -759.7557 Eh
Energy relative to the best compared isomer or geometry (same formula, charge and spin) ... 1.146 eV
Strongest force on any atom ... 0.1154 hartree/bohr
Spin multiplicity ... 1

Last column: Löwdin charge in e.
CARTESIAN COORDINATES (ANGSTROEM)
S  0.48963  -1.24208  1.80882  0.920
F  -1.77338  -2.49213  0.80620  -0.267
O  1.75985  -1.15601  2.51576  -0.428
O  0.54102  -1.90761  0.46519  -0.465
N  1.29647  0.59477  -0.21253  0.079
N  0.65531  0.64594  0.75414  -0.100
H  0.70817  1.62589  1.21901  0.158
H  -0.78235  -2.36694  0.45526  0.000
H  1.35885  -0.30537  -0.74317  0.104